ORCA calculation (ωB97M-V with the def2-TZVPD basis set) on an isolated molecule of C19H25NO4.

```
49
Properties=species:S:1:pos:R:3:forces:R:3
O 1.73631 0.47979 3.19259 0.19 0.04 0.23
O -3.10976 -1.96282 -3.12254 -0.06 -0.16 0.09
O 3.25057 -1.10861 3.46035 -0.33 0.16 -0.19
O 1.89895 -1.85201 -3.64140 -0.19 0.17 0.06
N -0.01643 -0.91285 -1.34280 -0.01 -0.15 0.02
C -1.00688 0.97370 0.79419 0.10 0.04 0.27
C -1.46929 2.17879 1.25536 0.08 0.08 0.12
C 0.19478 2.22989 3.00192 0.19 -0.30 -0.02
C -2.28487 -1.22906 -2.25018 0.22 -0.05 0.10
C 1.69238 -1.40220 1.71076 -0.42 0.04 -0.38
C -1.57190 4.09403 2.66616 -0.04 0.14 0.07
C 0.02083 -1.67805 -0.10482 -0.01 -0.02 -0.14
C 0.08269 0.36169 1.43450 0.11 0.33 0.32
C -2.98291 -1.61917 -4.48074 0.02 -0.01 -0.01
C 1.28380 -0.44907 -1.78324 0.31 -0.20 -0.20
C 0.63479 -0.90741 1.03006 0.44 -0.36 0.29
C -0.87341 2.80548 2.35834 0.07 -0.25 -0.22
C 2.74841 -2.81372 -4.20903 0.07 -0.08 -0.01
C 2.29899 -0.71253 2.83284 0.50 -0.28 0.27
C 0.67656 1.00409 2.53492 -0.70 0.31 -0.48
C -2.61124 3.00597 0.74370 -0.14 0.03 -0.07
C -0.79167 -1.57434 -2.37924 -0.50 0.09 -0.11
C -2.36528 4.38238 1.38175 -0.07 0.03 0.00
C 2.25552 -1.51180 -2.31990 -0.05 0.25 0.20
H 3.27862 -1.10506 -2.30314 -0.07 -0.05 0.02
H -1.44484 0.49627 -0.06605 -0.05 -0.03 -0.08
H -3.55584 2.57903 1.09146 -0.07 0.02 -0.05
H -1.01275 -1.91677 0.16441 0.05 -0.07 0.03
H 2.38848 -2.99126 -5.22032 0.08 -0.06 -0.01
H -2.24498 3.94687 3.51523 -0.01 0.04 0.05
H 2.24346 -2.40850 -1.68231 0.05 0.03 -0.02
H -3.78069 -2.14485 -5.00248 0.05 0.05 -0.08
H -3.10281 -0.53875 -4.62709 0.00 0.00 -0.02
H 3.78497 -2.45589 -4.24652 -0.02 -0.03 -0.02
H -2.64354 3.04798 -0.34430 -0.07 -0.02 -0.03
H -0.88089 4.89587 2.92334 -0.01 0.02 0.07
H -1.75657 4.98913 0.70997 0.00 0.02 -0.01
H 2.14521 -2.34772 1.45563 0.03 -0.07 -0.03
H -0.42470 -1.23006 -3.34570 -0.02 -0.10 0.04
H -2.64792 -1.48278 -1.25079 0.07 0.13 0.01
H -0.67985 -2.66837 -2.34961 0.05 0.01 -0.09
H -2.42094 -0.14845 -2.41056 0.02 -0.05 0.05
H 0.55990 -2.63387 -0.21857 -0.09 0.05 0.04
H 1.12169 0.28350 -2.57787 0.10 0.05 0.05
H 1.75715 0.05817 -0.93961 0.06 0.06 -0.11
H -2.01824 -1.92884 -4.89578 -0.02 0.02 -0.03
H -3.29121 4.91941 1.57904 0.01 0.07 -0.04
H 2.72295 -3.75298 -3.64192 0.01 0.01 -0.04
H 0.67655 2.69149 3.84906 0.08 0.06 0.12
```
Forces are in eV/Å.

## Properties
ΔE to the lowest compared entry with this formula, charge and spin ... 2.338 eV
E_HOMO ... -8.482 eV
LUMO energy ... 0.10 eV
Orbital gap ... 8.58 eV
SMILES ... COCCN(CCOC)Cc1cc(=O)oc2cc3c(cc12)CCC3

ORCA calculation (ωB97M-V with the def2-TZVPD basis set) on an isolated molecule of C19H25NO5.

```
50
Properties=species:S:1:pos:R:3:forces:R:3
O 2.52491 -3.13209 2.27312 0.44 -0.01 0.06
O 0.36723 1.39376 -4.00726 -0.02 -0.11 -0.05
O 0.61261 -0.56682 2.99567 0.38 0.19 0.11
O -0.42394 -0.27900 -5.27267 0.01 -0.34 0.21
O -1.34547 -1.03014 2.00600 -0.10 0.06 0.10
N 0.46707 -3.07655 1.33199 -0.38 -0.19 -0.39
C 1.36758 -2.77647 2.28478 -0.39 0.24 0.46
C 0.09215 0.22587 -4.14094 0.01 0.30 -0.09
C -0.82960 4.48156 0.79031 -0.12 0.16 0.02
C 0.66355 -2.66657 -1.05727 -0.09 -0.01 -0.11
C -0.27803 4.19831 3.10779 -0.08 0.16 0.05
C 0.04717 -3.03770 -2.24605 0.11 -0.03 0.17
C 1.09437 -1.35267 -0.89798 -0.02 -0.06 -0.06
C 0.28201 -0.80317 -3.09218 0.01 -0.24 0.17
C 0.84868 -3.65672 0.06322 0.20 -0.15 0.07
C -0.52349 1.23487 2.01724 -0.12 -0.02 0.16
C 0.90144 -0.42706 -1.90192 -0.05 0.03 -0.18
C -0.13869 -2.11904 -3.26129 0.04 0.24 -0.09
C -1.59275 3.43043 2.85831 -0.08 -0.18 0.15
C -0.62964 0.64981 -6.32535 0.01 0.39 -0.17
C -1.44841 1.91427 3.03791 -0.04 0.15 -0.05
C -0.48543 -0.23810 2.31373 -0.23 0.16 -0.29
C -0.15468 5.19683 1.95575 0.13 -0.08 -0.04
C 0.77839 -1.92059 3.42016 0.02 -0.42 0.09
C -2.05302 3.84488 1.44661 0.02 0.01 -0.03
H -1.06666 1.71950 4.04350 -0.03 -0.06 0.05
H 1.58767 -1.06116 0.01798 0.04 0.05 0.10
H -0.18460 -2.32867 3.74416 0.13 0.07 0.00
H -2.43649 1.45452 2.96067 0.01 -0.05 0.05
H 1.48655 -1.88539 4.24858 -0.10 -0.05 -0.19
H 0.25561 -4.55747 -0.12190 0.13 0.06 -0.04
H 1.22684 0.59611 -1.78959 0.03 0.08 0.01
H -1.31410 1.43911 -6.00728 0.05 -0.06 -0.06
H -0.28201 4.69642 4.07658 0.07 -0.06 0.06
H -0.46170 -2.67314 1.39367 0.20 0.03 0.16
H -2.34234 3.74997 3.58836 0.05 -0.02 -0.04
H -0.16630 3.71492 0.38874 0.07 -0.06 -0.07
H -1.05389 0.08488 -7.15139 0.02 0.01 0.05
H 0.88040 5.46269 1.74635 0.03 0.10 0.01
H -0.91541 1.37177 1.00973 0.05 -0.05 -0.03
H 1.90333 -3.93960 0.15340 -0.18 -0.05 -0.04
H -2.44681 3.00488 0.87721 -0.12 -0.05 -0.05
H 0.31792 1.10643 -6.61906 -0.10 -0.03 0.00
H -0.61682 -2.41080 -4.18291 -0.04 -0.03 -0.06
H -1.09835 5.15877 -0.01898 0.04 -0.04 -0.10
H -0.70242 6.11075 2.19152 0.00 0.07 0.00
H -2.84594 4.59007 1.52563 -0.05 -0.01 -0.04
H -0.28898 -4.05614 -2.37643 -0.06 -0.10 0.00
H 0.56989 3.51427 3.09484 0.09 -0.04 0.04
H 0.48712 1.63394 2.08266 0.00 0.01 -0.08
```
Forces are in eV/Å.

## Properties
ΔE to the lowest compared entry with this formula, charge and spin ... 0.645 eV
E_HOMO ... -9.351 eV
LUMO energy ... 0.51 eV
Orbital gap ... 9.86 eV
SMILES ... COC(=O)c1ccc(CNC(=O)COC(=O)CCC2CCCC2)cc1

ORCA calculation (ωB97M-V with the def2-TZVPD basis set) on a structure of composition C19H25NO5ReSe2.

```
53
Properties=species:S:1:pos:R:3:forces:R:3
Re 0.17048 -0.48184 -0.16985 -1.64 1.12 0.13
Se -1.44583 -2.06551 -0.49060 -0.63 -0.64 -0.30
Se -0.97746 1.48459 -0.91892 0.29 -1.52 0.19
O -0.54646 -0.48164 -3.21512 0.00 -0.05 -0.08
O 4.23116 -0.04381 2.27515 -0.26 0.21 -0.03
O 1.79866 0.40015 -0.20204 1.80 0.62 -0.07
O -1.40328 0.16385 2.25634 -0.60 0.59 0.39
O -5.22416 -0.09388 -2.08298 -0.06 0.02 0.06
N 1.57932 0.83928 2.58660 0.12 0.29 0.09
C -2.89718 -1.62188 -1.75241 0.23 0.09 -0.08
C 0.87007 -1.42469 2.18202 -0.23 0.15 -0.34
C 3.47925 -2.29541 1.85926 -0.10 -0.13 -0.01
C 4.55768 2.51476 -1.21446 0.00 0.00 0.15
C 3.79367 3.23056 0.94030 0.03 0.02 0.16
C -2.75163 0.91054 -1.53425 -0.18 -0.02 -0.19
C 1.12081 -2.76164 1.91800 0.11 -0.37 -0.27
C 2.87164 2.16806 0.97977 -0.26 -0.62 -0.28
C 2.74120 1.32919 -0.16883 0.68 0.49 0.09
C 2.42927 -3.18866 1.74570 0.06 -0.09 -0.10
C -1.88222 -0.28770 -3.66729 -0.16 0.10 0.04
C 5.57812 -0.49905 2.44364 0.24 0.03 -0.04
C 2.08755 1.97002 2.15079 0.01 -0.10 -0.29
C 3.59801 1.52571 -1.25376 -0.39 -0.33 0.03
C 4.64963 3.37971 -0.12062 0.08 0.18 0.02
C -2.88356 -0.28519 -2.49992 0.50 -0.12 0.08
C -4.28614 -0.15588 -3.13483 0.11 0.03 -0.08
C 3.25320 -0.94416 2.11893 -0.25 0.38 0.26
C 1.92188 -0.50017 2.26187 0.41 -0.46 0.01
H 5.38787 4.16895 -0.11509 -0.01 0.00 0.00
H -1.91378 0.98340 2.26962 -0.15 -0.06 0.03
H -3.80248 -1.67634 -1.14755 0.05 -0.08 0.10
H 6.17396 0.40378 2.53734 -0.01 -0.03 0.02
H 3.47729 0.88347 -2.11662 0.07 0.02 0.00
H 0.04117 -0.49107 -3.97997 -0.10 -0.05 -0.02
H 3.85508 3.89017 1.79732 0.04 0.04 -0.03
H -3.14659 1.80471 -2.01741 0.01 0.06 0.05
H -2.14948 -1.09852 -4.35124 -0.14 0.07 -0.04
H -4.31659 0.75039 -3.75054 0.00 -0.02 0.00
H 0.84210 0.90884 3.28034 0.13 0.06 0.13
H 0.30354 -3.46800 1.87323 -0.03 0.01 0.01
H 5.67764 -1.09956 3.34841 -0.08 -0.02 -0.02
H 2.63912 -4.22776 1.53328 0.00 -0.01 0.03
H 1.82702 2.84626 2.73649 0.01 -0.04 0.10
H 4.49249 -2.65639 1.75663 -0.02 0.02 0.00
H -1.99404 -0.52652 2.58602 -0.26 0.18 0.03
H -6.11578 -0.03399 -2.44048 -0.01 0.00 -0.01
H -4.46684 -1.01893 -3.78581 0.01 0.02 0.02
H -1.96579 0.66350 -4.20317 -0.02 -0.01 -0.04
H -2.91992 -2.45047 -2.46049 0.05 -0.04 0.03
H 5.24428 2.62413 -2.04316 -0.05 0.04 -0.04
H -0.13460 -1.09823 2.42698 0.60 -0.20 0.09
H -3.35851 0.71763 -0.65156 0.03 0.13 0.05
H 5.92167 -1.06227 1.57564 -0.03 0.04 -0.01
```
Forces are in eV/Å.

## Properties
E_HOMO (spin up / spin down) ... -13.959 / -13.802 eV
LUMO energy (spin up / spin down) ... -8.11 / -7.44 eV
Charge ... +2
Multiplicity ... 2
Orbital gap (spin up / spin down) ... 5.85 / 6.36 eV

ORCA calculation (ωB97M-V with the def2-TZVPD basis set) on a structure of composition C19H26BCrN7.

```
54
Properties=species:S:1:pos:R:3:forces:R:3
Cr -1.15075 0.35488 -1.80923 1.36 0.65 2.01
N -1.66952 2.82138 -4.20992 0.13 -0.34 0.25
N 0.00071 -3.14705 0.52559 -0.06 0.05 0.66
N 0.07886 -2.43086 -2.00730 -0.32 1.61 -1.31
N 0.21493 -1.93541 1.07148 0.09 1.39 -0.92
N 0.17722 -1.03285 -2.11358 2.94 -2.28 -0.05
N -2.17492 -0.94736 -0.91975 -1.64 -1.83 2.76
N -2.10121 -2.34030 -0.86347 -0.50 1.50 -0.78
C -2.99125 2.61600 -4.73215 -0.32 0.25 -0.26
C 3.57851 1.86047 1.40554 -0.15 0.13 -1.32
C 1.16226 -3.39733 2.44396 -0.66 -0.94 -1.27
C 0.94075 -2.03402 2.17473 -0.66 -1.09 -0.66
C -0.65829 2.78297 0.52398 -0.07 1.49 0.45
C -0.84914 2.12269 -0.67476 -0.42 -0.95 0.58
C -1.22590 4.96293 -0.48932 0.11 -0.62 -0.55
C -1.15748 2.91648 -1.75329 -0.34 1.00 -0.35
C 1.15118 -0.76810 -3.02932 -1.26 -1.19 0.23
C 0.54327 -4.10062 1.37195 0.41 1.00 0.54
C 1.45794 -1.95684 -3.67891 0.53 -0.05 -0.48
C -0.59398 2.94510 -5.15176 0.41 0.49 0.01
C -4.23610 -1.74508 -0.74460 -0.58 -0.17 0.04
C -1.35158 4.28628 -1.70099 -0.16 0.17 -0.16
C -1.33921 2.11704 -3.01374 -0.59 1.14 -1.31
C -3.35743 -2.80831 -0.86920 0.24 0.48 0.34
C -3.47208 -0.58768 -0.70661 0.98 -1.16 -0.53
C -0.85409 4.18883 0.59546 0.20 -0.32 0.48
C 0.75016 -2.96079 -3.04167 0.07 0.36 0.64
B -0.76188 -3.15658 -0.89458 0.46 0.47 0.77
H 0.05207 3.76660 -4.81830 0.09 -0.03 -0.34
H 4.19758 1.12446 0.89114 -0.03 0.04 0.05
H -1.40440 6.04034 -0.43445 0.11 -0.43 0.14
H -2.18994 1.37762 -2.86551 0.03 0.64 -0.43
H 1.56235 0.23194 -3.18720 -0.47 -0.36 0.03
H -3.76939 0.44548 -0.52508 0.27 -0.33 -0.30
H 1.67849 -3.81518 3.28778 0.06 -0.20 0.02
H -0.97847 -4.29067 -1.21652 -0.02 0.02 -0.07
H -3.54941 -3.85733 -0.99234 0.00 -0.16 0.26
H 0.65350 -4.00424 -3.28728 0.25 -0.12 0.22
H 3.88266 2.86195 1.09865 -0.03 -0.06 0.01
H -0.38169 1.56916 -3.20701 -0.08 -0.13 -0.05
H -3.06442 1.85227 -5.52368 0.10 -0.05 0.12
H -1.64732 4.79718 -2.59847 -0.04 0.24 -0.32
H 1.25547 -1.14624 2.71397 -0.17 -0.24 -0.10
H -5.30281 -1.80182 -0.71397 -0.30 -0.08 0.12
H 2.09069 -2.07147 -4.53575 0.23 -0.08 -0.08
H -3.66919 2.33710 -3.91651 0.06 0.19 -0.24
H -0.99842 3.17470 -6.13913 0.19 0.02 0.05
H -0.36193 2.30625 1.45408 -0.14 -0.28 -0.18
H 0.05316 2.05168 -5.21278 -0.30 -0.04 -0.14
H -3.31663 3.57158 -5.15343 -0.35 -0.19 -0.06
H 2.53594 1.70173 1.12708 0.06 0.02 0.04
H 0.46350 -5.17918 1.20136 0.03 0.64 -0.06
H -0.73372 4.70685 1.53581 0.10 -0.15 0.29
H 3.69770 1.76061 2.44905 0.12 -0.14 1.21
```
Forces are in eV/Å.

## Properties
ΔE to the lowest compared entry with this formula, charge and spin ... 0.235 eV
E_HOMO (spin up / spin down) ... -7.000 / -8.343 eV
LUMO energy (spin up / spin down) ... 0.10 / 0.16 eV
Multiplicity ... 5
Orbital gap (spin up / spin down) ... 7.10 / 8.51 eV